## one
Density functional theory data (ωB97M-V/def2-TZVPD) for a 4-piece molecular cluster, C2H11NO3 overall.

Output
lowest unoccupied orbital energy: 0.397 eV
structure (SMILES): C=NC.O.O.O
orbital gap: 10.3 eV
highest occupied orbital energy: -9.89 eV

```
! RIJCOSX wB97M-V def2-TZVPD def2/J DEFGRID3
* xyz 0 1
C 2.26 -0.71 0.33
C 0.11 0.07 -0.11
N 0.85 -0.95 -0.02
H 2.45 0.37 0.35
H 2.87 -1.14 -0.46
H 2.46 -1.18 1.28
H -0.87 -0.03 -0.56
H 0.49 1.08 0.11
H 0.90 0.38 -2.57
H 1.32 -0.95 -2.45
O 1.71 -0.13 -2.80
H -3.06 -2.22 0.69
H -3.36 -0.91 1.48
O -2.84 -1.27 0.76
H -1.37 1.83 1.28
H -2.43 2.97 1.37
O -1.48 2.81 1.34
*
```

Results of the Löwdin charge analysis, in e, for atoms 1 through 6: number 1, C, carries -0.129; number 2, C, carries -0.118; number 3, N, carries -0.082; number 4, H, carries 0.071; number 5, H, carries 0.069; number 6, H, carries 0.071

## two
Density functional theory data (ωB97M-V/def2-TZVPD) for a 4-piece molecular cluster, C2H11NO3 overall.

Output
lowest unoccupied orbital energy: 0.783 eV
structure (SMILES): C=CN.O.O.O
orbital gap: 8.8 eV
highest occupied orbital energy: -8.03 eV

```
! RIJCOSX wB97M-V def2-TZVPD def2/J DEFGRID3
* xyz 0 1
C -1.55 0.49 1.15
C -1.88 -0.17 -0.01
N -1.16 -0.11 -1.22
H -0.79 1.27 1.27
H -2.12 0.24 1.98
H -2.93 -0.60 0.03
H -0.17 0.26 -1.33
H -1.37 -0.59 -2.09
H 0.19 -2.68 0.71
H 0.03 -1.05 1.13
O 0.53 -1.83 1.13
H 1.80 -0.70 0.19
H 3.30 -0.13 0.31
O 2.60 -0.27 -0.33
H 1.72 1.38 -0.72
H 0.92 2.59 -1.47
O 0.88 1.90 -0.75
*
```

Results of the Löwdin charge analysis, in e, for atoms 1 through 6: number 1, C, carries -0.057; number 2, C, carries -0.266; number 3, N, carries 0.027; number 4, H, carries 0.053; number 5, H, carries 0.014; number 6, H, carries 0.119

Last place for stability: one

## one
Density functional theory data (ωB97M-V/def2-TZVPD) for a 3-piece molecular cluster, C2H11NO3 overall.

Output
lowest unoccupied orbital energy: 0.623 eV
structure (SMILES): NCCO.O.O
orbital gap: 9.7 eV
highest occupied orbital energy: -9.07 eV

```
! RIJCOSX wB97M-V def2-TZVPD def2/J DEFGRID3
* xyz 0 1
C 0.69 -0.59 1.94
O -0.62 -0.68 1.38
C 1.04 0.87 1.88
N 1.26 1.31 0.49
H 0.62 -0.97 2.99
H 1.27 -1.25 1.30
H -1.38 -0.46 1.95
H 0.18 1.37 2.36
H 1.96 1.03 2.45
H 0.71 2.15 0.40
H 1.01 0.74 -0.31
H -2.63 0.71 -1.98
H -1.43 -0.15 -1.49
O -1.80 0.73 -1.50
H 0.27 -1.88 -2.54
H 0.48 -0.79 -3.61
O -0.11 -1.49 -3.34
*
```

Results of the Löwdin charge analysis, in e, for atoms 1 through 6: number 1, C, carries -0.258; number 2, O, carries -0.114; number 3, C, carries -0.274; number 4, N, carries 0.000; number 5, H, carries 0.123; number 6, H, carries 0.113

## two
Density functional theory data (ωB97M-V/def2-TZVPD) for a 4-piece molecular cluster, C2H11NO3 overall.

Output
lowest unoccupied orbital energy: 0.297 eV
structure (SMILES): C=CN.O.O.O
orbital gap: 9.6 eV
highest occupied orbital energy: -9.30 eV

```
! RIJCOSX wB97M-V def2-TZVPD def2/J DEFGRID3
* xyz 0 1
C -1.69 -0.24 -0.29
C -0.71 -0.73 0.57
N 0.46 0.07 0.89
H -1.40 0.20 -1.25
H -2.55 -0.86 -0.26
H -0.62 -1.82 0.66
H 0.96 0.18 0.07
H 0.24 0.90 1.37
H -3.39 2.95 1.83
H -2.32 2.10 2.71
O -2.43 2.92 2.20
H 0.20 -2.79 -1.64
H 0.88 -4.04 -2.22
O 0.00 -3.52 -2.09
H 3.22 1.61 -1.53
H 3.76 0.55 -0.68
O 3.95 1.39 -0.98
*
```

Results of the Löwdin charge analysis, in e, for atoms 1 through 6: number 1, C, carries 0.001; number 2, C, carries -0.246; number 3, N, carries 0.020; number 4, H, carries 0.067; number 5, H, carries 0.023; number 6, H, carries 0.094

Last place for stability: two

## one
Density functional theory data (ωB97M-V/def2-TZVPD) for an isolated ion of composition CH5N2S and charge +1.

Output
lowest unoccupied orbital energy: -4.883 eV
structure (SMILES): [NH2+]=CNS
orbital gap: 10.2 eV
highest occupied orbital energy: -15.08 eV

```
! RIJCOSX wB97M-V def2-TZVPD def2/J DEFGRID3
* xyz 1 1
C -0.72 -0.37 -0.05
N 0.56 -0.81 -0.34
N -1.01 0.95 -0.05
S 1.90 0.24 -0.07
H -1.42 -1.22 -0.15
H 0.62 -1.83 -0.67
H -1.85 1.37 0.17
H -0.15 1.57 -0.03
H 2.07 0.10 1.21
*
```

Results of the Löwdin charge analysis, in e, for atoms 1 through 6: number 1, C, carries -0.120; number 2, N, carries -0.364; number 3, N, carries 0.184; number 4, S, carries 0.881; number 5, H, carries 0.165; number 6, H, carries 0.168

## two
Density functional theory data (ωB97M-V/def2-TZVPD) for a 2-piece molecular cluster, CH5N2S overall.

Output
lowest unoccupied orbital energy (spin up / spin down): -6.557 / -7.048 eV
orbital gap (spin up / spin down): 7.4 / 6.8 eV
highest occupied orbital energy (spin up / spin down): -13.99 / -13.87 eV

```
! RIJCOSX wB97M-V def2-TZVPD def2/J DEFGRID3
* xyz 1 1
C 0.20 0.00 -0.19
N 1.51 0.19 0.07
N -0.73 -0.28 0.67
S -2.34 -0.53 0.40
H -0.29 0.14 -1.19
H 1.99 0.96 -0.45
H 2.01 0.02 0.94
H -0.32 -0.48 1.49
H -2.03 -0.01 -1.74
*
```

Results of the Löwdin charge analysis, in e, for atoms 1 through 6: number 1, C, carries -0.227; number 2, N, carries 0.159; number 3, N, carries -0.433; number 4, S, carries 0.804; number 5, H, carries 0.085; number 6, H, carries 0.159

Last place for stability: two

## one
Density functional theory data (ωB97M-V/def2-TZVPD) for one molecule with the formula C4H10N2S.

Output
lowest unoccupied orbital energy: 0.803 eV
structure (SMILES): C/C(=N/S)N(C)C
orbital gap: 8.9 eV
highest occupied orbital energy: -8.14 eV

```
! RIJCOSX wB97M-V def2-TZVPD def2/J DEFGRID3
* xyz 0 1
C 0.70 1.58 0.22
C -1.52 0.57 0.07
C 0.49 -0.91 -0.13
C -0.02 -1.91 0.87
H 0.41 2.35 -0.51
H 0.50 1.90 1.24
H 1.76 1.40 0.12
H -2.01 -0.25 -0.38
H -1.76 0.67 1.11
H -1.76 1.53 -0.40
H 0.72 -2.64 1.07
H -0.84 -2.52 0.45
H -0.39 -1.46 1.82
H 0.74 0.79 -2.16
N -0.02 0.39 -0.10
N 1.30 -1.26 -1.01
S 1.70 -0.21 -2.28
*
```

Results of the Löwdin charge analysis, in e, for atoms 1 through 6: number 1, C, carries -0.122; number 2, C, carries -0.032; number 3, C, carries -0.541; number 4, C, carries -0.023; number 5, H, carries 0.085; number 6, H, carries 0.086

## two
Density functional theory data (ωB97M-V/def2-TZVPD) for one molecule with the formula C4H10N2S.

Output
lowest unoccupied orbital energy: 0.772 eV
structure (SMILES): [H]/N=C(/N)SC(C)C
orbital gap: 9.7 eV
highest occupied orbital energy: -8.91 eV

```
! RIJCOSX wB97M-V def2-TZVPD def2/J DEFGRID3
* xyz 0 1
C 1.29 1.46 -0.58
C 1.43 0.18 0.22
C 1.91 -1.02 -0.63
C -1.31 -0.22 -0.12
H 0.86 2.26 0.05
H 2.31 1.75 -0.85
H 0.74 1.23 -1.52
H 2.15 0.31 1.06
H 2.84 -0.81 -1.17
H 2.05 -1.84 0.07
H 1.14 -1.19 -1.35
H -2.13 1.57 0.45
H -2.76 0.89 -0.92
H -1.19 -2.15 -0.50
N -1.89 1.06 -0.39
N -1.58 -1.25 -0.81
S -0.10 -0.19 1.23
*
```

Results of the Löwdin charge analysis, in e, for atoms 1 through 6: number 1, C, carries -0.147; number 2, C, carries -0.680; number 3, C, carries -0.123; number 4, C, carries -0.783; number 5, H, carries 0.078; number 6, H, carries 0.073

Last place for stability: one

## one
Density functional theory data (ωB97M-V/def2-TZVPD) for one molecule with the formula C4H10N2S.

Output
lowest unoccupied orbital energy: 0.575 eV
structure (SMILES): [H]/N=C\N(S)C(C)C
orbital gap: 9.7 eV
highest occupied orbital energy: -9.09 eV

```
! RIJCOSX wB97M-V def2-TZVPD def2/J DEFGRID3
* xyz 0 1
C -1.93 -0.41 -1.21
C -1.06 -0.56 0.01
C -1.69 -0.10 1.37
C 1.32 -1.06 0.07
H -1.35 -0.84 -1.96
H -2.77 -1.18 -1.03
H -2.43 0.63 -1.43
H -1.02 -1.69 0.16
H -1.79 0.95 1.41
H -1.02 -0.46 2.23
H -2.72 -0.52 1.34
H 0.41 1.88 1.15
H 0.78 -2.03 0.08
H 2.89 0.00 -0.05
N 0.26 -0.14 -0.05
N 2.63 -0.97 0.03
S 0.56 1.49 -0.20
*
```

Results of the Löwdin charge analysis, in e, for atoms 1 through 6: number 1, C, carries -0.073; number 2, C, carries -0.578; number 3, C, carries -0.068; number 4, C, carries -0.291; number 5, H, carries 0.048; number 6, H, carries 0.104

## two
Density functional theory data (ωB97M-V/def2-TZVPD) for one molecule with the formula C4H10N2S.

Output
lowest unoccupied orbital energy: 0.842 eV
structure (SMILES): CC/C(=N/N)SC
orbital gap: 8.8 eV
highest occupied orbital energy: -7.96 eV

```
! RIJCOSX wB97M-V def2-TZVPD def2/J DEFGRID3
* xyz 0 1
C 1.25 2.07 -0.55
C 0.85 1.25 0.68
C -0.29 0.34 0.30
C 1.76 -1.56 -0.01
H 0.42 2.53 -1.17
H 1.73 1.43 -1.32
H 2.01 2.85 -0.24
H 1.73 0.75 1.10
H 0.42 2.05 1.31
H 1.96 -2.51 -0.52
H 2.08 -1.65 1.03
H 2.37 -0.80 -0.55
H -2.55 -0.90 0.27
H -3.39 0.39 -0.22
N -1.47 0.80 0.14
N -2.48 -0.03 -0.21
S -0.03 -1.38 -0.11
*
```

Results of the Löwdin charge analysis, in e, for atoms 1 through 6: number 1, C, carries -0.135; number 2, C, carries -0.258; number 3, C, carries -0.625; number 4, C, carries -0.430; number 5, H, carries 0.092; number 6, H, carries 0.063

Last place for stability: one

## one
Density functional theory data (ωB97M-V/def2-TZVPD) for one molecule with the formula C4H10N2S.

Output
lowest unoccupied orbital energy: 0.721 eV
structure (SMILES): CNN(C)C(C)=S
orbital gap: 8.7 eV
highest occupied orbital energy: -7.93 eV

```
! RIJCOSX wB97M-V def2-TZVPD def2/J DEFGRID3
* xyz 0 1
C -1.83 0.03 0.58
C 0.20 -1.91 -0.24
C 1.37 0.31 -0.08
C 1.22 1.82 -0.10
H -1.29 0.36 1.50
H -2.08 -0.98 0.82
H -2.67 0.87 0.57
H -1.26 0.05 -1.34
H 0.65 -2.34 -1.20
H -0.87 -2.29 -0.11
H 0.88 -2.16 0.71
H 0.77 2.16 -1.11
H 0.57 2.21 0.69
H 2.22 2.28 -0.16
N -0.95 0.37 -0.47
N 0.26 -0.35 -0.28
S 2.81 -0.42 0.21
*
```

Results of the Löwdin charge analysis, in e, for atoms 1 through 6: number 1, C, carries -0.136; number 2, C, carries -0.046; number 3, C, carries -0.899; number 4, C, carries -0.115; number 5, H, carries 0.092; number 6, H, carries 0.050

## two
Density functional theory data (ωB97M-V/def2-TZVPD) for one molecule with the formula C4H10N2S.

Output
lowest unoccupied orbital energy: 0.857 eV
structure (SMILES): CCN(C)/C=N\S
orbital gap: 8.5 eV
highest occupied orbital energy: -7.62 eV

```
! RIJCOSX wB97M-V def2-TZVPD def2/J DEFGRID3
* xyz 0 1
C -2.27 -0.22 0.60
C -1.27 -0.39 -0.51
C 0.40 1.46 -0.13
C 1.01 -0.94 -0.06
H -3.25 -0.56 0.28
H -1.99 -0.96 1.40
H -2.33 0.80 1.01
H -1.22 -1.40 -0.87
H -1.56 0.24 -1.35
H 1.21 1.71 -0.86
H 0.72 1.69 0.92
H -0.52 2.03 -0.40
H 0.63 -1.95 -0.05
H 4.54 -0.66 0.08
N 0.09 0.03 -0.15
N 2.29 -1.02 -0.07
S 3.52 0.13 0.17
*
```

Results of the Löwdin charge analysis, in e, for atoms 1 through 6: number 1, C, carries -0.088; number 2, C, carries -0.251; number 3, C, carries -0.059; number 4, C, carries -0.345; number 5, H, carries 0.072; number 6, H, carries 0.087

Last place for stability: one